## one
Below is a cluster of 11 separate species, C23H67O11S10 in total, with properties calculated with the ωB97M-V functional and the def2-TZVPD basis.

Geometry as ORCA input:
```
! RIJCOSX wB97M-V def2-TZVPD def2/J DEFGRID3
* xyz -1 1
C -0.938 1.190 0.282
C -0.365 0.742 -1.107
C 0.434 -0.549 -0.906
O -1.392 0.481 -2.047
H -0.372 1.933 0.786
H -1.005 0.345 1.052
H -1.899 1.610 0.161
H 0.084 1.572 -1.649
H 1.035 -0.838 -1.776
H -0.245 -1.398 -0.751
H 1.234 -0.510 -0.156
C 0.302 4.531 2.324
S -0.880 4.487 3.657
O -1.392 5.900 3.779
C -2.109 3.610 2.797
H 1.140 5.161 2.555
H -0.302 5.003 1.529
H 0.646 3.478 2.068
H -1.586 2.769 2.503
H -2.461 4.009 1.856
H -3.030 3.377 3.352
C 3.394 -2.947 -2.293
S 2.850 -3.633 -0.757
O 2.191 -4.950 -1.173
C 4.458 -3.975 -0.023
H 3.966 -3.771 -2.793
H 3.926 -2.064 -2.118
H 2.592 -2.700 -2.958
H 4.957 -4.490 -0.886
H 4.262 -4.625 0.830
H 4.925 -3.047 0.231
C 0.905 1.328 -4.450
S 1.111 -0.296 -5.083
O 0.878 -0.255 -6.603
C 2.842 -0.382 -4.819
H 1.755 1.925 -4.773
H 0.752 1.326 -3.365
H -0.007 1.678 -4.948
H 3.144 -0.048 -3.822
H 3.356 0.181 -5.636
H 3.220 -1.335 -5.101
C -3.996 5.415 -0.233
S -3.717 3.717 -0.822
O -4.703 3.567 -1.997
C -2.096 4.006 -1.561
H -3.991 6.069 -1.136
H -3.256 5.747 0.487
H -4.985 5.344 0.215
H -2.284 4.737 -2.361
H -1.647 3.111 -1.872
H -1.388 4.543 -0.908
C -0.387 -5.457 2.790
S 0.079 -3.742 2.807
O 1.505 -3.817 2.210
C -1.048 -3.195 1.511
H -0.471 -5.917 1.862
H -1.332 -5.492 3.174
H 0.372 -6.008 3.423
H -0.852 -2.162 1.200
H -2.009 -3.264 1.928
H -1.057 -3.941 0.717
C -1.095 0.303 3.482
S -1.357 -0.423 5.089
O -1.695 -1.882 4.874
C 0.393 -0.472 5.540
H -0.580 1.261 3.607
H -2.167 0.515 3.210
H -0.448 -0.330 2.883
H 0.527 -0.776 6.544
H 0.700 0.584 5.586
H 1.065 -0.996 4.900
C -4.066 -0.829 1.304
S -3.400 -1.163 -0.258
O -3.871 -2.609 -0.380
C -4.608 -0.284 -1.207
H -4.010 0.232 1.287
H -3.292 -1.254 1.964
H -5.053 -1.280 1.437
H -4.452 -0.647 -2.256
H -4.147 0.753 -1.244
H -5.705 -0.398 -1.058
C 3.280 1.969 -1.214
S 2.994 3.596 -0.510
O 4.323 4.316 -0.658
C 1.778 4.101 -1.715
H 3.477 2.171 -2.273
H 2.373 1.332 -1.178
H 4.052 1.417 -0.754
H 1.323 5.037 -1.455
H 0.906 3.425 -1.872
H 2.348 4.187 -2.644
C 2.707 0.621 2.726
S 2.790 -0.884 1.854
O 3.820 -0.589 0.801
C 3.562 -1.776 3.200
H 2.158 0.536 3.571
H 2.372 1.484 2.219
H 3.708 0.905 2.987
H 3.832 -2.755 2.831
H 2.833 -1.877 3.975
H 4.399 -1.174 3.526
C -0.847 -3.738 -2.031
S -1.312 -2.533 -3.236
O -0.422 -2.785 -4.459
C -2.870 -3.305 -3.670
H -0.449 -4.719 -2.419
H -1.672 -3.788 -1.302
H 0.020 -3.310 -1.439
H -3.504 -3.370 -2.783
H -2.673 -4.228 -4.131
H -3.206 -2.653 -4.503
*
```

Results
HOMO ... -4.098 eV
Orbital gap ... 5.7 eV


## two
Below is a cluster of 11 separate species, C23H67O11S10 in total, with properties calculated with the ωB97M-V functional and the def2-TZVPD basis.

Geometry as ORCA input:
```
! RIJCOSX wB97M-V def2-TZVPD def2/J DEFGRID3
* xyz -1 1
C 1.166 -0.677 0.525
C 0.192 0.477 0.069
C -1.179 -0.016 -0.484
O -0.177 1.167 1.244
H 0.756 -1.231 1.372
H 2.086 -0.181 0.809
H 1.368 -1.366 -0.228
H 0.555 1.214 -0.615
H -1.209 -0.709 -1.289
H -1.801 0.871 -0.890
H -1.833 -0.498 0.292
C -4.878 -0.528 -1.114
S -6.338 -0.106 -0.200
O -5.975 0.258 1.261
C -7.016 -1.800 -0.175
H -5.287 -1.279 -1.819
H -4.120 -1.023 -0.454
H -4.408 0.302 -1.667
H -7.921 -1.940 0.397
H -6.495 -2.532 0.384
H -7.176 -2.266 -1.175
C -1.233 2.821 -2.907
S -2.618 1.730 -3.404
O -3.531 2.557 -4.311
C -1.807 0.613 -4.525
H -0.331 2.356 -2.428
H -1.499 3.547 -2.164
H -0.948 3.288 -3.789
H -1.263 1.128 -5.306
H -2.605 -0.042 -4.848
H -1.082 -0.064 -4.123
C 0.352 -1.182 4.701
S 0.800 0.452 4.142
O 0.872 1.352 5.400
C 2.508 0.100 3.840
H -0.689 -1.049 5.055
H 1.049 -1.554 5.481
H 0.357 -1.882 3.886
H 2.954 -0.078 4.790
H 3.185 0.745 3.344
H 2.577 -0.797 3.317
C -1.550 -5.289 -1.963
S -0.970 -3.553 -1.887
O 0.115 -3.635 -2.962
C -2.372 -2.902 -2.678
H -0.657 -5.898 -1.749
H -1.898 -5.616 -2.944
H -2.351 -5.544 -1.272
H -2.601 -3.317 -3.660
H -2.419 -1.818 -2.654
H -3.221 -3.158 -2.075
C 1.171 4.210 0.406
S 1.982 3.387 1.798
O 3.101 4.358 2.154
C 0.798 3.805 3.024
H 0.724 5.148 0.647
H 0.360 3.469 0.140
H 1.789 4.209 -0.534
H 0.550 4.839 2.997
H 0.986 3.633 4.047
H -0.053 3.183 2.759
C -2.190 4.557 1.156
S -2.587 2.944 1.907
O -3.650 3.166 2.967
C -3.529 2.374 0.526
H -1.463 4.936 1.912
H -3.042 5.187 1.371
H -1.832 4.651 0.121
H -4.508 2.960 0.484
H -3.770 1.325 0.602
H -2.946 2.574 -0.349
C -1.958 -2.644 2.531
S -3.570 -1.952 2.313
O -4.379 -2.640 3.435
C -3.240 -0.322 2.924
H -2.031 -3.653 2.126
H -1.614 -2.654 3.574
H -1.241 -2.110 1.953
H -2.500 0.110 2.287
H -2.856 -0.277 3.961
H -4.236 0.220 2.847
C 3.112 -2.178 -3.245
S 3.292 -0.430 -3.356
O 3.728 -0.216 -4.843
C 1.594 -0.142 -3.244
H 2.668 -2.571 -2.358
H 4.082 -2.605 -3.305
H 2.514 -2.514 -4.080
H 1.201 -0.617 -2.303
H 1.038 -0.498 -4.061
H 1.398 0.904 -3.273
C 6.219 -4.045 1.267
S 5.901 -2.444 0.516
O 5.403 -2.631 -0.935
C 4.342 -1.975 1.330
H 6.482 -3.949 2.301
H 7.202 -4.374 1.010
H 5.378 -4.732 1.079
H 4.266 -2.155 2.370
H 3.506 -2.412 0.714
H 4.214 -0.948 0.981
C 5.907 2.635 -1.539
S 4.261 2.912 -1.014
O 3.476 2.785 -2.328
C 4.143 1.244 -0.439
H 5.949 2.086 -2.491
H 6.432 2.144 -0.721
H 6.395 3.571 -1.826
H 4.540 1.171 0.589
H 4.542 0.436 -1.019
H 3.101 1.063 -0.373
*
```

Results
HOMO ... -4.512 eV
Orbital gap ... 6.1 eV


Relative energies, unit hartree: one 0.0000; two 0.0169